## one
8
Properties=species:S:1:pos:R:3 method="wB97M-V/def2-TZVPD" gap_ev=10.997 homo_ha=-0.377 e_lumo_ev=0.74 smiles="C=O.C=O"
O 2.276 -3.027 0.652
C 1.287 -3.667 0.347
H 0.353 -3.744 0.952
H 1.307 -4.225 -0.620
O -1.406 4.097 0.769
C -1.316 3.667 -0.341
H -0.818 4.251 -1.151
H -1.683 2.647 -0.608


## two
8
Properties=species:S:1:pos:R:3 method="wB97M-V/def2-TZVPD" gap_ev=10.730 homo_ha=-0.378 e_lumo_ev=0.44 smiles="C=O.C=O"
O 2.760 1.164 -1.154
C 1.804 0.738 -0.526
H 1.986 -0.029 0.161
H 0.772 1.070 -0.637
O -1.941 -0.774 1.388
C -2.492 -1.025 0.324
H -3.061 -1.991 0.245
H -2.120 -0.450 -0.429


Stability, highest: one


## one
8
Properties=species:S:1:pos:R:3 method="wB97M-V/def2-TZVPD" gap_ev="7.890 / 7.894" homo_ha="-0.335 / -0.335" e_lumo_ev="-1.22 / -1.21" smiles="FC(=S)[C@@H](F)S"
C -0.321 0.817 0.508
C 0.328 -0.028 -0.526
F 0.006 0.746 1.716
F 1.683 0.072 -0.369
S -1.772 1.997 -0.135
S -0.502 -1.663 -0.360
H 0.297 0.235 -1.588
H 0.280 -2.176 0.754


## two
8
Properties=species:S:1:pos:R:3 method="wB97M-V/def2-TZVPD" gap_ev=8.769 homo_ha=-0.316 e_lumo_ev=0.16
C -1.356 -0.246 0.142
C 0.520 0.562 -0.082
F -1.426 -0.851 1.303
F 0.701 0.825 1.277
S -2.373 -0.019 -1.035
S 1.481 -0.618 -0.981
H 0.216 1.482 -0.630
H 2.237 -1.135 0.004


Stability, highest: two


## one
14
Properties=species:S:1:pos:R:3 method="wB97M-V/def2-TZVPD" gap_ev=8.003 homo_ha=-0.326 e_lumo_ev=-0.87
C -2.747 1.648 0.060
C -1.815 0.531 -0.112
C -2.238 -0.990 -0.163
C -0.532 0.748 0.001
C 2.188 0.476 -0.015
H -3.057 1.942 1.271
H -2.236 2.706 -0.493
H -3.697 1.187 -0.498
H -1.226 -1.618 -0.802
H -0.044 1.630 0.007
H 1.882 1.547 -0.438
O -3.419 -1.417 0.271
S 0.542 -0.542 -0.110
S 3.620 -0.116 0.120


## two
14
Properties=species:S:1:pos:R:3 method="wB97M-V/def2-TZVPD" gap_ev=9.363 homo_ha=-0.318 e_lumo_ev=0.72 smiles=C1S[C@H]2S[C@@H]1[C@@H]1O[C@H]21
C 0.339 -0.285 -1.498
C -1.100 1.015 0.202
C -0.069 -1.093 -0.240
C 0.756 -0.420 0.830
C 0.073 0.837 1.203
H -0.107 -0.734 -2.468
H 1.423 -0.501 -1.608
H -1.798 1.746 0.549
H 0.055 -2.190 -0.303
H 1.872 -0.668 0.935
H 0.564 1.753 1.644
O -0.031 -0.244 2.043
S -0.228 1.428 -1.345
S -1.749 -0.646 0.056


Stability, highest: two


## one
20
Properties=species:S:1:pos:R:3 method="wB97M-V/def2-TZVPD" gap_ev=10.227 homo_ha=-0.346 e_lumo_ev=0.81 smiles=C[C@H](O)CN.O.O
C 0.608 0.944 -0.474
C 0.803 -0.501 -0.082
C 1.576 -1.311 -1.120
O -0.451 -1.252 -0.046
N -0.185 1.621 0.540
H 1.669 1.360 -0.374
H 0.192 1.163 -1.524
H 1.287 -0.561 0.856
H 1.614 -2.422 -0.860
H 1.042 -1.127 -2.092
H 2.597 -0.807 -1.161
H -0.731 -1.310 0.877
H -1.036 1.151 0.629
H -0.305 2.683 0.478
H -1.968 -0.339 -1.037
H -3.112 0.373 -1.914
O -2.444 0.483 -1.193
H -0.059 0.351 2.215
H -0.920 -0.132 3.432
O -0.178 -0.368 2.853


## two
20
Properties=species:S:1:pos:R:3 method="wB97M-V/def2-TZVPD" gap_ev=10.032 homo_ha=-0.343 e_lumo_ev=0.69 smiles=CCNCO.O.O
C -2.240 1.003 -1.143
N -2.091 1.172 0.275
C -1.772 0.181 1.232
O -0.383 -0.252 1.305
C -1.246 0.004 -1.763
H -3.280 0.775 -1.413
H -2.088 1.934 -1.705
H -1.871 2.111 0.551
H -2.035 0.552 2.217
H -2.395 -0.695 0.993
H -0.064 0.032 0.421
H -1.272 -0.068 -2.851
H -0.250 0.357 -1.497
H -1.533 -0.995 -1.426
H 1.989 -1.340 0.632
H 2.063 -0.147 1.477
O 2.558 -0.586 0.793
H 4.850 -1.305 1.296
H 5.422 -1.267 -0.144
O 5.639 -1.464 0.751


Stability, highest: one


## one
20
Properties=species:S:1:pos:R:3 method="wB97M-V/def2-TZVPD" gap_ev=4.598 homo_ha=-0.344 e_lumo_ev=-4.78
C 1.239 -1.255 -0.377
C 0.383 -0.472 0.584
C -0.223 0.756 -0.010
N 0.631 1.500 -0.821
H 2.094 -0.623 -0.626
H 1.606 -2.182 0.047
H 0.669 -1.435 -1.295
H -0.399 -1.126 0.959
H -0.634 1.400 0.787
H 0.288 2.455 -0.790
H 1.645 1.569 -0.483
H -2.449 -0.850 0.502
H -2.313 -1.725 -1.563
O -1.736 -1.418 -0.856
H -1.150 0.402 -0.648
H 0.995 -0.179 1.460
O 2.907 1.153 0.254
H -3.695 -0.213 1.141
H 3.803 1.500 0.410
O -2.743 -0.110 1.117


## two
20
Properties=species:S:1:pos:R:3 method="wB97M-V/def2-TZVPD" gap_ev=9.976 homo_ha=-0.345 e_lumo_ev=0.58 smiles="C=NCC.O.O.O"
C -0.594 1.562 -1.280
C 0.988 1.663 -0.758
C 0.544 2.096 1.530
N 1.124 1.432 0.665
H -1.322 2.145 -0.643
H -0.830 2.074 -2.207
H -0.927 0.483 -1.366
H 1.090 2.763 -1.195
H 1.521 1.086 -1.427
H -0.496 2.378 1.410
H 0.969 1.981 2.430
H -2.733 -2.226 0.538
H -3.659 -2.949 1.685
O -3.050 -2.230 1.450
H 2.103 -0.221 0.623
H 2.978 -1.418 0.787
O 2.529 -1.011 0.101
H -0.062 -1.939 -1.848
H -0.736 -3.093 -1.060
O -0.903 -2.135 -1.469


## three
20
Properties=species:S:1:pos:R:3 method="wB97M-V/def2-TZVPD" gap_ev=8.667 homo_ha=-0.313 e_lumo_ev=0.16 smiles="C/C=C/N.O.O.O"
C -0.279 1.181 2.230
C -0.245 0.423 0.904
C -0.859 -0.775 0.871
N -1.516 -1.234 -0.353
H -1.339 1.362 2.406
H 0.269 2.109 2.085
H 0.142 0.571 3.009
H 0.370 0.639 0.026
H -1.196 -1.292 1.762
H -2.479 -0.992 -0.520
H -1.008 -0.987 -1.189
H 1.676 -3.149 -0.517
H 0.294 -3.063 -0.066
O 0.891 -3.728 -0.447
H 0.935 2.612 -1.615
H 1.638 3.421 -0.669
O 0.732 3.267 -0.936
H 0.069 -0.318 -1.899
H 0.989 0.413 -2.738
O 0.914 -0.460 -2.343


Stability, highest: three


## one
14
Properties=species:S:1:pos:R:3 method="wB97M-V/def2-TZVPD" gap_ev=9.355 homo_ha=-0.477 total_charge=+1 e_lumo_ev=-3.63 smiles="[NH2+]=CN[C@H]1S[C@@H]1S"
C -1.357 -0.012 0.250
C 0.655 0.340 -0.966
C 1.605 -0.107 0.117
N -0.712 -0.020 -0.855
N -0.976 0.392 1.430
S 1.229 1.619 -0.005
S 3.018 -1.161 -0.065
H -2.408 -0.256 0.052
H 1.007 0.386 -2.077
H 1.192 -0.554 1.076
H -1.166 -0.472 -1.630
H -1.527 0.636 2.249
H -0.038 0.776 1.652
H 3.288 -0.971 -1.277


## two
14
Properties=species:S:1:pos:R:3 method="wB97M-V/def2-TZVPD" gap_ev=8.924 homo_ha=-0.483 total_charge=+1 e_lumo_ev=-4.22 smiles="C[C@H]1[NH+]=CN(S)S1"
C 0.589 -0.453 1.587
C -0.653 -0.297 -0.465
C -0.100 0.382 -1.758
N -0.234 0.514 2.016
N 0.421 -0.930 0.348
S -1.431 0.983 0.825
S -0.487 0.884 3.695
H 1.384 -0.964 2.243
H -1.465 -0.944 -0.762
H 0.727 1.056 -1.525
H -0.866 0.822 -2.434
H 0.576 -0.252 -2.171
H 1.188 -1.444 -0.050
H -1.735 1.222 3.344


Stability, highest: one


## one
27
Properties=species:S:1:pos:R:3 method="wB97M-V/def2-TZVPD" gap_ev=7.331 homo_ha=-0.296 e_lumo_ev=-0.73
C -0.594 -1.227 -0.065
C -0.337 1.078 0.101
C -4.914 0.831 -0.178
C 2.638 0.272 0.985
C -3.577 0.618 -0.355
C 2.764 -1.238 1.085
C 2.037 1.034 -1.828
C -2.609 0.146 0.715
C 3.564 -2.055 0.372
N -1.216 0.071 0.282
N 0.624 -1.171 -0.535
P 1.279 0.288 -0.308
S -1.358 -2.661 0.204
S -0.689 2.696 0.148
H -5.634 1.161 -0.813
H -5.155 0.664 0.850
H 2.353 0.686 1.886
H 3.559 0.668 0.486
H -3.155 0.750 -1.425
H 1.976 -1.732 1.710
H 1.522 0.943 -2.821
H 3.105 1.133 -1.645
H 1.730 2.149 -1.610
H -2.831 -0.880 0.828
H -2.785 0.637 1.603
H 3.339 -3.083 0.585
H 4.364 -1.778 -0.257


## two
27
Properties=species:S:1:pos:R:3 method="wB97M-V/def2-TZVPD" gap_ev=6.798 homo_ha=-0.278 e_lumo_ev=-0.77
C 0.400 -0.957 0.806
C -1.348 0.632 0.960
C -3.440 -2.131 -0.852
C 2.772 1.498 1.402
C -2.257 -2.201 -0.271
C 3.232 0.623 0.526
C -0.404 2.617 -0.744
C -1.970 -1.674 1.104
C 2.389 -0.327 -0.274
N -0.996 -0.602 1.015
N 0.989 -0.174 -0.018
P -0.844 2.348 1.029
S 0.926 -2.310 1.653
S -2.841 1.472 0.948
H -3.604 -2.517 -1.843
H -4.293 -1.702 -0.355
H 3.424 2.140 1.967
H 1.715 1.596 1.599
H -1.400 -2.628 -0.773
H 4.293 0.527 0.341
H 0.055 3.599 -0.846
H -1.278 2.555 -1.391
H 0.317 1.840 -1.006
H -1.494 -2.459 1.709
H -2.873 -1.301 1.591
H 2.731 -1.353 -0.061
H 2.549 -0.132 -1.342


Stability, highest: two


## one
9
Properties=species:S:1:pos:R:3 method="wB97M-V/def2-TZVPD" gap_ev=9.704 homo_ha=-0.370 e_lumo_ev=-0.37
C 1.003 -0.411 -0.216
C 0.809 0.904 -0.165
C 0.216 -1.447 0.328
C -1.664 0.689 0.410
N -0.477 -2.255 0.744
N -2.513 -0.011 0.075
S -0.447 1.870 0.564
H 1.677 -0.733 -0.948
H 1.395 1.394 -0.793


## two
9
Properties=species:S:1:pos:R:3 method="wB97M-V/def2-TZVPD" gap_ev=8.089 homo_ha=-0.375 e_lumo_ev=-2.13 smiles="N#CCC(=S)C#N"
C 0.777 0.371 -1.417
C -1.427 -0.197 0.255
C 0.898 0.480 -0.049
C -0.079 -0.533 0.670
N 0.582 0.233 -2.549
N -2.467 0.182 0.023
S 1.788 1.457 0.836
H -0.208 -0.390 1.805
H 0.136 -1.604 0.426


Stability, highest: two


## one
21
Properties=species:S:1:pos:R:3 method="wB97M-V/def2-TZVPD" gap_ev="8.004 / 7.755" homo_ha="-0.484 / -0.475" total_charge=+1 e_lumo_ev="-5.17 / -5.18"
C -0.463 1.551 0.589
C 2.630 0.103 -0.681
C 1.089 -1.310 0.464
C -1.408 2.067 1.372
C -1.819 1.261 -2.126
C -0.853 0.645 -1.514
C 1.024 -2.546 1.289
N -0.069 -0.761 0.376
N 2.306 -1.028 -0.143
N -0.770 0.277 -0.122
S 1.814 1.471 -0.559
H -2.383 1.641 1.302
H -1.213 2.997 1.914
H -1.865 1.663 -3.174
H -2.567 1.716 -1.520
H 0.018 0.294 -2.189
H 2.071 -2.786 1.714
H 0.698 -3.369 0.848
H 0.376 -2.351 2.088
H 3.091 -1.660 -0.120
H -1.705 0.126 0.192


## two
21
Properties=species:S:1:pos:R:3 method="wB97M-V/def2-TZVPD" gap_ev=7.286 homo_ha=-0.482 total_charge=+1 e_lumo_ev=-5.83
C -0.449 -2.074 2.150
C 0.149 -0.924 2.693
C -0.627 -2.202 0.805
C 0.628 0.098 1.911
C -0.149 -1.184 0.024
C 0.314 -0.047 0.553
C 0.319 0.160 -1.673
N -0.173 -1.072 -1.398
N 0.735 0.828 -0.476
N -1.076 2.524 -1.403
S 2.480 0.309 -1.762
H -0.835 -2.723 2.862
H 0.199 -0.803 3.770
H -1.212 -2.987 0.377
H 1.023 1.061 2.258
H 0.097 0.864 -2.438
H -0.407 -1.739 -2.128
H -0.274 2.929 -0.892
H -1.854 2.377 -0.834
H -1.370 3.129 -2.187
H 2.481 1.477 -2.211


Stability, highest: two


## one
20
Properties=species:S:1:pos:R:3 method="wB97M-V/def2-TZVPD" gap_ev="6.203 / 8.675" homo_ha="-0.285 / -0.349" e_lumo_ev="-1.55 / -0.81"
C -2.021 -0.188 1.695
C -2.348 -0.809 0.520
C -0.821 0.515 1.835
C -1.551 -0.698 -0.535
C 0.046 0.686 0.736
C -0.388 0.051 -0.445
C 1.142 1.534 0.838
C 0.584 0.169 -1.609
N 2.506 -0.559 -0.630
N 1.639 -0.831 -1.582
O 3.340 -1.376 -0.234
O 1.859 -1.585 -2.555
H -2.688 -0.194 2.583
H -3.307 -1.363 0.491
H -0.622 0.880 2.832
H -1.548 -1.213 -1.588
H 1.621 1.963 -0.073
H 1.493 1.914 1.860
H 0.129 -0.029 -2.522
H 0.935 1.133 -1.617


## two
20
Properties=species:S:1:pos:R:3 method="wB97M-V/def2-TZVPD" gap_ev=8.620 homo_ha=-0.314 e_lumo_ev=0.09 smiles="C/N=C/C=C(/OC)C(=C=O)C#N"
C 0.579 -1.454 2.929
C 0.017 -0.312 -0.704
C 0.490 -0.875 0.484
C -0.210 0.664 2.049
C -0.840 0.766 -1.287
C 0.279 -0.542 1.938
C -2.037 2.805 -0.893
C 2.102 -2.163 -0.787
N 0.947 -2.209 3.697
N -1.077 1.787 -0.526
O -0.622 1.724 2.329
O 1.374 -1.907 0.431
H 0.317 -1.023 -1.470
H -1.397 0.609 -2.193
H -2.257 3.283 0.130
H -1.578 3.450 -1.592
H -3.042 2.264 -1.181
H 2.714 -1.309 -1.299
H 1.508 -2.612 -1.480
H 2.733 -2.947 -0.573


Stability, highest: two


## one
20
Properties=species:S:1:pos:R:3 method="wB97M-V/def2-TZVPD" gap_ev=8.466 homo_ha=-0.286 e_lumo_ev=0.67 smiles="COc1ccc2[nH]c(=O)[nH]c2c1"
C -1.610 3.053 0.262
C -1.010 0.728 0.624
C -1.192 -0.350 1.457
C -0.499 -1.563 1.215
C 0.528 -1.640 0.234
C 2.242 -2.053 -1.243
C 0.739 -0.433 -0.593
C -0.011 0.740 -0.389
H -1.625 2.862 -0.781
H -0.717 3.726 0.362
H -2.624 3.700 0.325
H -2.098 -0.116 2.145
H -0.575 -2.466 1.779
H 1.947 -3.393 0.486
H 1.871 -0.228 -2.360
H 0.073 1.533 -1.027
N 1.562 -2.505 -0.102
N 1.663 -0.814 -1.573
O -1.744 1.862 1.021
O 3.078 -2.643 -1.841


## two
20
Properties=species:S:1:pos:R:3 method="wB97M-V/def2-TZVPD" gap_ev=8.587 homo_ha=-0.308 e_lumo_ev=0.20
C 4.338 0.837 -0.257
C 0.874 -1.276 -0.525
C -0.013 -0.406 0.089
C 4.061 -1.317 0.665
C 1.958 -0.218 -0.386
C 3.494 -0.272 0.083
C 0.660 1.910 0.451
C -2.173 -1.356 0.012
N 5.084 1.693 -0.431
N 0.952 0.529 0.545
O 4.448 -2.352 1.013
O -1.306 -0.239 0.338
H 0.784 -2.207 -0.932
H 2.123 0.382 -1.388
H -0.438 2.197 0.387
H 0.976 2.538 1.299
H 1.031 2.535 -0.389
H -1.546 -2.062 -0.491
H -2.936 -0.943 -0.679
H -2.627 -1.818 0.889


Stability, highest: one


## one
20
Properties=species:S:1:pos:R:3 method="wB97M-V/def2-TZVPD" gap_ev=12.703 homo_ha=-0.569 total_charge=+1 e_lumo_ev=-2.79
C 0.189 -0.343 -2.149
C 0.974 -0.627 -0.902
N 0.261 -0.027 0.279
C 0.878 -0.256 1.609
H -0.758 -0.876 -2.175
H 0.704 -0.534 -3.080
H -0.082 0.704 -2.231
H 1.934 -0.130 -0.974
H 1.153 -1.679 -0.682
H 0.093 0.954 0.040
H -0.654 -0.482 0.230
H 1.084 0.723 2.029
H 0.122 -0.654 2.278
H 1.765 -0.865 1.500
H -2.880 -1.395 1.585
H -2.772 -2.719 0.728
O -2.522 -1.794 0.791
H -0.575 3.433 0.097
H 0.918 3.584 0.516
O 0.168 2.983 0.512


## two
20
Properties=species:S:1:pos:R:3 method="wB97M-V/def2-TZVPD" gap_ev=10.285 homo_ha=-0.501 total_charge=+1 e_lumo_ev=-3.35
C -1.464 -1.364 0.963
C -0.514 -0.259 1.500
C 0.871 -0.759 1.954
N -0.209 0.618 0.344
H -2.545 -1.062 0.981
H -1.184 -1.928 -0.008
H -1.461 -2.056 1.660
H -0.985 0.319 2.284
H 0.696 -1.640 2.575
H 1.261 -0.062 2.622
H 1.582 -0.967 1.116
H -0.346 -0.002 -0.498
H -1.032 1.419 0.270
H 0.764 1.096 0.383
H -1.828 0.295 -5.337
H -1.652 1.257 -6.570
O -1.230 1.111 -5.616
H 3.284 1.455 1.198
H 3.243 1.115 -0.267
O 2.751 1.413 0.447


Stability, highest: one


## one
12
Properties=species:S:1:pos:R:3 method="wB97M-V/def2-TZVPD" gap_ev=10.486 homo_ha=-0.350 e_lumo_ev=0.95 smiles=C#CCC#CC
C 0.770 -2.571 -0.193
C 0.094 -1.274 -0.339
C -0.427 -0.192 -0.465
C -1.059 1.133 -0.613
C -1.075 1.942 0.611
C -0.755 2.773 1.419
H 1.681 -2.472 0.407
H 0.129 -3.311 0.298
H 1.059 -2.978 -1.168
H -2.018 1.054 -1.137
H -0.462 1.830 -1.211
H -0.311 3.570 1.966


## two
12
Properties=species:S:1:pos:R:3 method="wB97M-V/def2-TZVPD" gap_ev=7.599 homo_ha=-0.314 e_lumo_ev=-0.95
C -1.187 -1.496 -0.599
C -0.640 -0.364 0.181
C 0.638 0.130 0.108
C 1.639 -0.731 -0.450
C 0.802 1.483 0.596
C 0.781 2.657 0.871
H -0.420 -1.925 -1.243
H -1.638 -2.263 0.039
H -2.005 -1.077 -1.203
H -1.346 0.179 0.813
H 2.630 -0.292 -0.213
H 0.746 3.699 1.098


Stability, highest: one